50
Properties=species:S:1:pos:R:3 method="wB97M-V/def2-TZVPD" energy_ha=-1920.764444 lumo_ha=-0.008
Cd -0.53 -0.14 0.17
N 2.09 1.13 -3.05
C 1.44 0.30 -2.20
S -0.28 0.18 -2.38
N 2.19 -0.34 -1.33
N 1.50 -1.06 -0.43
C 2.01 -2.11 0.08
C 1.16 -2.99 0.87
C 1.66 -4.15 1.45
C 0.78 -5.02 2.08
C -0.57 -4.71 2.11
C -0.98 -3.52 1.53
N -0.15 -2.68 0.93
H 1.59 1.43 -3.87
H 3.09 1.07 -3.09
H 3.03 -2.41 -0.17
H 2.72 -4.37 1.40
H 1.15 -5.93 2.53
H -1.28 -5.37 2.58
H -2.02 -3.22 1.53
C -3.03 2.82 -2.91
C -1.95 3.28 -1.93
S -2.12 2.31 -0.37
O -0.75 2.32 0.24
C -3.10 3.59 0.51
C -2.21 4.68 1.09
H -2.95 3.36 -3.85
H -4.03 2.97 -2.50
H -2.90 1.75 -3.12
H -2.02 4.34 -1.72
H -0.96 3.04 -2.30
H -3.65 3.06 1.28
H -3.82 3.98 -0.22
H -1.32 4.23 1.52
H -2.74 5.23 1.87
H -1.90 5.39 0.32
C -3.54 -0.09 3.30
C -2.12 0.15 2.75
C -1.63 1.53 3.23
C -1.18 -0.90 3.37
O -2.19 0.08 1.35
H -3.54 -0.10 4.39
H -3.91 -1.05 2.93
H -4.21 0.69 2.95
H -1.58 1.55 4.32
H -2.31 2.31 2.90
H -0.64 1.74 2.82
H -1.12 -0.78 4.45
H -0.18 -0.80 2.95
H -1.55 -1.91 3.15



50
Properties=species:S:1:pos:R:3 method="wB97M-V/def2-TZVPD" total_charge=+2 spin_multiplicity=6 energy_ha=-2384.386100 lumo_ha="-0.213 / -0.220"
Dy 0.90 0.09 -0.41
C 3.77 -0.26 -2.56
O 3.13 0.38 -1.44
C 3.54 1.75 -1.25
C 2.56 2.68 -1.88
O 1.25 2.39 -1.35
C 0.32 3.39 -1.86
H 4.84 -0.12 -2.50
H 3.39 0.13 -3.51
H 3.56 -1.33 -2.50
H 4.52 1.92 -1.69
H 3.61 1.92 -0.18
H 2.54 2.56 -2.96
H 2.83 3.71 -1.64
H 0.61 4.36 -1.46
H -0.67 3.12 -1.55
H 0.38 3.41 -2.95
C -2.37 -0.94 2.08
N -2.26 0.51 2.13
C -2.59 1.24 3.37
C -2.45 2.72 2.96
N -2.08 2.59 1.54
C -2.01 1.34 1.13
S -1.69 0.88 -0.51
H -1.80 -1.38 2.90
H -1.99 -1.31 1.14
H -3.41 -1.24 2.18
H -1.90 0.96 4.16
H -3.60 0.99 3.69
H -1.67 3.23 3.51
H -3.37 3.27 3.07
H -2.00 3.37 0.91
N 1.25 -2.26 -1.19
C -0.03 -2.87 -0.85
C -0.10 -3.93 0.04
C -1.33 -4.50 0.30
C -2.48 -4.03 -0.33
C -2.40 -2.96 -1.21
C -1.16 -2.37 -1.46
H 1.99 -2.74 -0.70
H 1.42 -2.44 -2.17
H 0.80 -4.31 0.52
H -1.40 -5.35 0.97
H -3.44 -4.50 -0.15
H -3.28 -2.59 -1.71
H -1.09 -1.58 -2.19
F 0.83 -1.09 1.44
C 0.99 0.35 1.93
F 2.30 0.59 1.25
H 1.26 0.22 2.96



48
Properties=species:S:1:pos:R:3 method="wB97M-V/def2-TZVPD" total_charge=+1 energy_ha=-1706.311087 lumo_ha=-0.190
C 3.52 1.44 0.53
C 2.03 0.83 0.81
P 1.75 -0.95 0.18
C 2.96 -2.22 0.92
C 2.03 -3.51 1.42
O 1.64 -1.05 -1.56
C 0.18 -1.28 -1.81
O -0.23 -1.75 -3.02
C -0.97 -0.93 -0.66
C -1.60 0.61 -0.50
C -2.70 0.90 0.69
N -3.17 -0.20 1.67
C -4.14 0.10 2.79
C -3.59 1.14 3.93
C -1.98 1.00 4.26
F -4.32 0.84 5.19
C -2.67 -1.65 1.57
C -1.57 -2.05 0.41
H 4.22 1.14 1.42
H 3.92 1.06 -0.51
H 3.41 2.62 0.55
H 1.82 0.83 1.97
H 1.23 1.52 0.26
H 3.58 -1.84 1.84
H 3.69 -2.66 0.10
H 0.97 -3.04 1.66
H 1.84 -4.23 0.49
H 2.48 -4.07 2.35
H -1.29 1.48 -1.21
H -3.18 1.96 0.85
H -5.16 0.51 2.36
H -4.38 -0.91 3.35
H -3.81 2.28 3.67
H -1.32 0.74 3.33
H -1.56 2.03 4.69
H -1.85 0.21 5.12
H -3.02 -2.49 2.31
H -1.13 -3.16 0.31
C 1.63 0.23 -4.79
S 2.07 1.99 -4.78
O 1.73 2.53 -3.42
C 0.76 2.51 -5.92
H 2.30 -0.30 -4.11
H 0.60 0.10 -4.46
H 1.76 -0.17 -5.80
H -0.21 2.24 -5.52
H 0.92 2.04 -6.89
H 0.82 3.60 -6.03



51
Properties=species:S:1:pos:R:3 method="wB97M-V/def2-TZVPD" total_charge=+4 spin_multiplicity=7 energy_ha=-3222.490236 lumo_ha="-0.548 / -0.629"
I -2.21 1.86 0.27
I -1.95 2.15 -3.38
Ru 0.32 0.33 -3.18
Ti -0.17 0.33 -0.15
S -1.51 -0.43 -1.88
S 0.44 2.05 -1.54
C -0.58 -1.65 0.91
C -2.41 -2.12 -2.07
C 1.93 3.15 -1.08
C -3.06 -2.03 -3.44
C -1.30 -3.13 -2.02
C -3.43 -2.23 -0.95
C 2.00 4.05 -2.29
C 3.07 2.19 -0.96
C 1.61 3.90 0.19
C 0.24 -1.07 -4.39
C 1.87 0.92 -4.00
O -1.19 -2.47 1.52
O 0.33 -2.05 -5.03
O 2.95 1.14 -4.42
H -2.30 -1.90 -4.22
H -3.75 -1.18 -3.49
H -3.62 -2.96 -3.63
H -0.58 -2.92 -2.81
H -1.74 -4.13 -2.18
H -0.79 -3.11 -1.05
H -2.97 -2.21 0.04
H -3.97 -3.18 -1.07
H -4.15 -1.39 -1.00
H 2.83 4.76 -2.13
H 1.06 4.60 -2.40
H 2.16 3.47 -3.21
H 3.99 2.75 -0.77
H 3.16 1.60 -1.87
H 2.88 1.52 -0.11
H 2.46 4.59 0.41
H 1.49 3.22 1.04
H 0.69 4.49 0.09
C 2.12 -0.70 3.19
C 1.37 0.49 3.76
C 0.56 1.10 2.60
O 1.23 0.58 1.35
C 2.23 -0.47 1.68
H 3.13 -0.82 3.57
H 1.59 -1.64 3.42
H 2.09 1.24 4.11
H 0.68 0.25 4.57
H -0.50 0.77 2.50
H 0.55 2.20 2.55
H 3.22 -0.06 1.39
H 2.00 -1.33 1.02



44
Properties=species:S:1:pos:R:3 method="wB97M-V/def2-TZVPD" energy_ha=-771.737205 lumo_ha=0.028
O 1.75 -0.65 -0.86
N 1.39 0.59 -0.75
C 2.53 1.17 -1.53
C 2.62 0.75 -2.96
C 1.44 0.68 -3.87
C 0.26 0.26 -3.06
C 0.22 0.98 -1.63
C -1.05 0.91 -0.75
C -1.03 1.75 0.37
C 0.04 1.14 1.37
C 1.38 1.23 0.61
C -0.40 -0.31 1.69
C -0.40 -0.61 3.19
C -0.73 -2.11 3.42
C -2.15 -2.36 2.90
C -2.12 -2.06 1.42
N -1.67 -0.71 1.08
C -1.65 -0.47 -0.40
H 2.46 2.26 -1.51
H 3.43 0.83 -1.02
H 3.33 1.52 -3.48
H 3.13 -0.29 -3.00
H 1.09 1.59 -4.39
H 1.48 -0.07 -4.66
H -0.65 0.53 -3.67
H 0.17 -0.77 -2.92
H 0.37 2.03 -1.97
H -1.80 1.38 -1.42
H -0.91 2.78 0.09
H -2.05 1.71 0.81
H 0.00 1.75 2.28
H 1.56 2.29 0.56
H 2.27 0.92 1.15
H 0.41 -1.02 1.31
H -1.09 0.05 3.66
H 0.54 -0.45 3.77
H 0.04 -2.73 2.95
H -0.79 -2.39 4.48
H -2.90 -1.69 3.43
H -2.42 -3.49 3.06
H -3.12 -2.40 0.94
H -1.30 -2.57 1.02
H -1.05 -1.30 -0.88
H -2.62 -0.63 -0.86